Record 1
ORCA calculation (wB97M-V/def2-TZVPD) on a molecular structure, C35H29ClKN3O in a non-equilibrium geometry.

As for the orbital gap (spin up / spin down): 0.190 / 0.119 Eh. Its total charge is -2. Its HOMO energy (spin up / spin down) is -0.0363 / 0.0343 Eh. As for the spin multiplicity: 1.

Element x y z (Å)
K  -0.327177  0.216505  -1.505259
Cl  5.971213  4.335702  1.676604
C  4.837900  3.237304  0.993491
C  5.238311  1.988789  0.546877
C  4.376231  1.243812  -0.229436
C  3.015822  1.625723  -0.434806
O  2.206248  0.912433  -1.138312
C  2.651647  2.972239  0.033291
C  1.447177  3.622572  -0.408195
N  0.291894  3.076181  -0.621561
C  -0.737111  3.874075  -0.901038
C  -0.598784  5.267674  -1.274564
C  -1.706621  6.034219  -1.663642
C  -2.967753  5.507796  -1.481646
C  -3.173070  4.188228  -1.058524
C  -4.462032  3.668140  -0.840933
C  -4.619596  2.399981  -0.359607
C  -3.453404  1.593839  -0.239206
N  -2.247453  2.007913  -0.493236
C  -2.049791  3.317384  -0.870365
C  3.557732  3.694920  0.777549
H  6.254761  1.660018  0.811991
H  4.741662  0.297424  -0.633169
H  1.535427  4.710412  -0.571891
H  0.432470  5.626520  -1.454961
H  -1.599981  7.038639  -1.995139
H  -3.864690  6.078673  -1.684780
H  -5.273000  4.346289  -1.078123
H  -5.628528  2.003000  -0.147167
H  -3.492142  0.517716  -0.061195
H  3.203557  4.567625  1.310613
C  -4.981543  -2.381908  -1.502468
C  -4.749212  -3.501068  -0.755363
C  -3.432433  -3.818894  -0.411753
C  -2.317713  -3.040961  -0.835119
C  -2.680760  -1.837379  -1.422200
C  -3.938711  -1.510576  -1.854074
C  -0.944037  -3.551150  -0.610439
C  -0.780500  -4.920434  -0.253850
C  0.475098  -5.442095  -0.369175
C  1.561821  -4.639748  -0.832361
C  2.855128  -5.135445  -0.960147
C  3.931862  -4.274095  -1.170774
C  3.739416  -2.887470  -1.332649
C  2.473504  -2.366221  -1.247461
C  1.361684  -3.223485  -0.956596
N  0.086956  -2.729833  -0.856961
H  -6.000704  -2.187952  -1.802146
H  -5.565404  -4.171001  -0.465020
H  -3.276213  -4.771002  0.103542
H  -4.155858  -0.543426  -2.396793
H  -1.631472  -5.522761  0.030770
H  0.663592  -6.507177  -0.137057
H  2.980257  -6.232314  -0.881968
H  4.916200  -4.666649  -1.161974
H  4.598400  -2.253307  -1.613409
H  2.259000  -1.298086  -1.336774
C  -0.459675  -1.081444  3.792736
C  0.705190  -0.965549  2.766540
C  2.031920  -0.569383  3.478735
C  0.387834  0.044538  1.716445
H  -0.213684  -1.885129  4.520713
H  -1.431057  -1.381505  3.383062
H  -0.691929  -0.171307  4.349256
H  0.811408  -1.928721  2.269577
H  2.121233  0.531105  3.576259
H  2.951295  -0.910440  2.932050
H  2.065832  -0.969450  4.514011
H  1.206341  0.377328  1.065393
H  -0.493999  0.692632  1.663747

Force components x, y, z for each atom (eV/Å):
K 0.031 0.080 0.306
Cl 0.842 0.498 0.795
C -0.307 -0.554 -0.081
C 0.828 0.539 0.131
C -0.289 -0.633 0.500
C -0.294 0.352 -1.225
O 0.511 0.080 0.551
C 0.051 -1.534 -0.727
C 0.204 0.693 0.030
N 0.603 -1.039 0.614
C -0.834 1.252 -1.061
C 0.234 0.009 -0.853
C 0.663 -1.409 1.199
C -0.701 0.608 -0.451
C 0.496 -0.792 -0.146
C 0.465 0.566 -0.080
C -0.274 -1.058 0.120
C -1.294 -0.450 -0.194
N 1.097 1.271 -0.563
C -0.880 -0.138 1.035
C -0.133 0.070 0.374
H -0.438 0.047 -0.440
H -0.352 0.113 0.053
H 0.328 -0.436 0.613
H -1.051 0.075 0.049
H 0.223 0.716 -0.323
H -0.023 0.293 -0.083
H -0.336 -0.144 0.223
H 0.737 0.055 -0.134
H -0.431 0.211 0.306
H 0.187 0.468 -0.408
C -0.554 1.242 -0.954
C 0.737 -0.964 0.661
C 0.619 -0.919 -0.202
C -2.981 -0.512 1.012
C 3.422 1.890 -1.345
C -1.299 -0.382 0.508
C 0.489 1.410 -0.560
C 1.141 -0.015 -0.263
C -0.127 -0.515 -0.231
C -0.314 0.932 0.736
C 1.329 -0.254 -0.139
C -1.286 -0.572 0.162
C 0.001 0.072 -0.377
C -0.900 0.005 0.324
C -0.596 -0.982 0.061
N -0.273 -0.499 -0.066
H -0.365 0.166 -0.181
H 0.277 0.261 -0.045
H -0.277 0.246 0.160
H 0.138 -1.057 0.646
H 0.257 0.021 0.005
H -0.057 0.621 -0.179
H 0.220 0.703 0.080
H 0.821 -0.373 -0.229
H -0.571 -0.271 0.431
H 0.317 -0.085 -0.031
C 0.156 -0.986 0.349
C -0.924 1.024 0.561
C 0.541 -0.045 0.147
C 0.515 0.734 -0.626
H -0.055 0.497 -0.155
H 0.320 0.012 -0.516
H 0.489 0.190 -0.052
H 0.174 -0.327 0.069
H -0.175 -0.514 -0.144
H -0.904 0.235 0.363
H 0.032 -0.027 -0.530
H -0.306 -0.251 0.125
H 0.109 -0.519 0.292

***

Record 2
ORCA calculation (wB97M-V/def2-TZVPD) on a molecular structure, C15H40AsF6O13 in a non-equilibrium geometry.

As for the orbital gap: 0.357 Eh. Its total charge is -1. The calculation puts the energy relative to the best compared isomer or geometry (same formula, charge and spin) at 59.9 kJ/mol. Its HOMO energy is -0.2769 Eh. As for the spin multiplicity: 1.

Element x y z (Å)
As  -0.571254  -0.740359  -0.930990
F  0.686759  -1.917799  -0.847145
F  -0.052861  -0.394562  -2.558290
F  -1.792801  0.450409  -1.024762
F  -1.186659  -1.189703  0.633467
F  0.522045  0.427277  -0.273942
F  -1.652624  -1.895270  -1.637171
C  3.641645  -1.303492  -2.541874
O  4.606450  -1.520760  -1.523511
H  3.134285  -2.245435  -2.747878
H  2.873856  -0.569213  -2.287258
H  4.129499  -1.001611  -3.478209
H  4.753483  -0.678800  -1.086431
C  -0.571436  -4.914481  -2.754344
O  -1.501917  -4.079677  -3.402118
H  -0.836386  -5.103605  -1.706276
H  -0.586151  -5.888394  -3.251019
H  0.458804  -4.543233  -2.768206
H  -1.496576  -3.238276  -2.928443
C  -0.270417  2.855983  1.327865
O  -0.943359  4.045094  1.829997
H  -0.668755  2.613985  0.348023
H  0.739601  3.225663  1.121013
H  -0.251094  2.100205  2.098594
H  -1.573791  4.356686  1.177400
C  -4.551847  -0.905372  0.409294
O  -5.797390  -0.572122  1.000063
H  -4.048440  -0.074098  -0.088321
H  -3.884352  -1.362298  1.135932
H  -4.677679  -1.630760  -0.407001
H  -6.082653  0.265458  0.630677
C  2.945864  2.767258  -1.213104
O  3.936599  3.772089  -0.980177
H  2.731047  2.253148  -0.275924
H  2.082501  3.252316  -1.656417
H  3.333037  2.051807  -1.949307
H  4.768839  3.336985  -0.782804
C  1.890687  0.491090  3.060785
O  2.369362  -0.651063  3.790894
H  1.326856  1.175084  3.690972
H  2.756343  0.985915  2.609297
H  1.287844  0.126744  2.230948
H  2.890549  -0.307149  4.520444
C  -0.465169  -3.837181  2.427087
O  -1.184690  -3.935101  1.219196
H  -0.332074  -4.830528  2.846012
H  0.544983  -3.428266  2.260712
H  -0.934868  -3.130919  3.121182
H  -1.452752  -3.050900  0.944346
C  -2.764809  -0.340071  3.591032
C  -2.214869  -0.060646  4.978441
C  -1.160331  1.073276  5.038540
O  -1.704128  2.001883  5.979011
C  -2.887844  1.552919  6.459785
O  -3.495233  2.088963  7.328165
O  -3.275166  0.446341  5.798447
H  -3.270562  0.555001  3.231932
H  -3.483381  -1.159220  3.624970
H  -1.956617  -0.654245  2.928334
H  -1.785160  -0.963269  5.415269
H  -0.959163  1.528676  4.074370
H  -0.254704  0.693415  5.510933
C  -0.307967  1.822300  -4.877323
C  1.129448  1.630509  -4.440363
C  2.027446  0.696896  -5.271537
O  3.274772  1.406329  -5.297617
C  3.109457  2.656660  -4.813872
O  3.984538  3.456132  -4.733004
O  1.815123  2.901647  -4.501302
H  -0.331036  2.576662  -5.662377
H  -0.898349  2.163473  -4.030375
H  -0.705821  0.878892  -5.247551
H  1.206900  1.220638  -3.433329
H  1.703538  0.436914  -6.278653
H  2.160975  -0.222815  -4.705181

Force components x, y, z for each atom (eV/Å):
As 0.559 -0.566 -0.724
F -0.090 -0.194 0.287
F 0.145 0.435 -0.088
F -0.430 0.673 -0.116
F 0.227 0.095 0.392
F 0.068 0.170 0.177
F -0.387 -0.384 0.097
C 0.023 -0.206 -0.595
O -0.174 0.163 0.064
H -0.013 -0.030 0.194
H 0.052 -0.015 0.216
H -0.002 0.134 0.084
H 0.064 -0.037 0.065
C 0.041 -0.636 0.373
O 0.155 0.142 -0.109
H -0.013 0.171 -0.033
H 0.007 0.120 -0.114
H -0.071 0.172 -0.124
H -0.114 -0.007 -0.021
C 0.384 2.425 -0.526
O -0.163 -0.461 0.285
H -0.256 -0.828 0.275
H 0.240 -0.599 0.164
H -0.273 -0.389 -0.235
H 0.034 -0.150 -0.007
C 0.285 -0.471 -1.028
O 0.014 0.165 0.156
H 0.012 0.234 0.453
H -0.060 0.169 0.158
H -0.172 -0.107 0.237
H -0.057 -0.018 0.018
C 0.973 0.039 -0.128
O -0.207 0.176 -0.016
H -0.432 -0.109 -0.131
H -0.156 0.015 0.238
H -0.191 -0.134 0.066
H 0.000 -0.018 -0.023
C 0.768 -0.623 -0.309
O -0.425 0.315 0.024
H -0.022 0.097 -0.010
H -0.185 0.349 0.056
H -0.182 -0.050 0.153
H 0.073 -0.109 0.049
C 0.674 0.818 -0.367
O -0.304 -0.401 0.065
H -0.307 -0.031 0.162
H -0.092 -0.113 -0.082
H -0.176 -0.375 0.244
H 0.220 -0.029 -0.041
C 0.162 -0.211 0.454
C 0.168 0.366 -0.781
C -0.184 -0.701 0.776
O -0.162 0.131 -0.091
C 0.292 0.117 -0.382
O -0.186 0.011 0.075
O 0.026 -0.260 0.484
H 0.102 -0.018 -0.258
H -0.076 0.068 0.045
H -0.032 0.229 -0.122
H -0.292 -0.036 0.196
H -0.107 0.251 0.047
H 0.234 0.053 -0.422
C 0.453 -0.114 0.157
C -0.041 -0.302 -0.237
C -0.068 0.108 0.435
O -0.138 -0.198 0.061
C -0.204 0.381 -0.332
O 0.167 0.072 0.043
O 0.419 -0.611 0.140
H -0.083 -0.066 -0.115
H -0.146 -0.036 -0.065
H -0.150 0.021 0.069
H -0.281 0.498 0.191
H -0.037 0.370 -0.119
H 0.100 -0.112 -0.170

***

Record 3
ORCA calculation (wB97M-V/def2-TZVPD) on a molecular structure, C16H30BBeFN2O12 in a non-equilibrium geometry.

As for the orbital gap: 0.306 Eh. Its total charge is 0. The calculation puts the energy relative to the best compared isomer or geometry (same formula, charge and spin) at 0.0 kJ/mol. Its HOMO energy is -0.3187 Eh. As for the spin multiplicity: 1.

Element x y z (Å)
Be  0.506670  0.532267  0.131125
O  -8.364370  -1.483210  0.274204
C  -7.259146  -1.786777  0.613444
O  -6.182484  -1.821557  -0.147611
B  -4.969300  -2.156471  0.656910
O  -5.529406  -2.404688  2.002133
C  -6.824869  -2.168727  2.050325
O  -7.628709  -2.356764  2.911352
O  -3.975293  -1.093564  0.669658
C  -2.844643  -1.529281  0.221933
O  -1.801603  -0.918637  0.212387
C  -2.967661  -3.020141  -0.079305
O  -4.255829  -3.325898  0.054478
O  -2.085644  -3.796004  -0.326203
F  -0.549080  1.621024  1.757176
C  -1.058053  -0.326320  -2.954695
O  -0.697266  0.624515  -1.976016
C  -1.198100  1.912870  -2.242349
C  -0.665958  2.977772  -1.293059
N  0.719065  2.802931  -0.899687
C  1.078174  3.719573  0.190644
C  2.530213  3.374808  0.512947
O  2.542880  1.994628  0.862827
C  3.600502  1.577882  1.678108
H  -0.974236  -1.333077  -2.556164
H  -0.556563  -0.120245  -3.905087
H  -2.114012  -0.200311  -3.225003
H  -2.289834  1.935440  -2.291375
H  -0.878499  2.282204  -3.228748
H  -1.326786  3.072605  -0.423340
H  -1.061519  3.914549  -1.721222
H  1.310026  2.993946  -1.701636
H  0.477758  3.596908  1.091873
H  0.889386  4.733925  -0.176712
H  2.775391  3.959262  1.403018
H  3.121038  3.629085  -0.370941
H  4.628594  1.835934  1.388926
H  3.585991  0.490575  1.698451
H  3.528259  2.030541  2.672776
C  3.122138  1.083401  -2.200673
O  2.409865  0.179171  -1.398591
C  2.512254  -1.158078  -1.885637
C  2.343439  -2.198416  -0.827716
N  1.031253  -1.930473  -0.237863
C  0.678489  -2.610984  0.996466
C  1.547882  -2.043649  2.110967
O  1.269696  -0.653788  2.213759
C  1.532862  -0.052296  3.447818
H  3.082993  2.037819  -1.679154
H  2.892534  1.239340  -3.257842
H  4.190893  0.837137  -2.168736
H  3.484695  -1.307230  -2.365282
H  1.751548  -1.256133  -2.669675
H  3.195976  -2.016853  -0.167200
H  2.436491  -3.221299  -1.197330
H  0.407980  -2.424879  -0.878132
H  0.704425  -3.703583  1.017442
H  -0.351485  -2.306087  1.167970
H  2.633366  -2.130629  2.016955
H  1.191878  -2.498630  3.040903
H  2.521078  -0.315019  3.838264
H  0.746154  -0.349471  4.150077
H  1.428515  1.029052  3.397668

Force components x, y, z for each atom (eV/Å):
Be -0.800 1.078 1.384
O 0.067 -0.152 -0.101
C -0.136 0.599 0.301
O 1.093 -0.011 -0.379
B -1.973 -0.575 -0.343
O 1.056 -0.123 0.567
C -1.179 -0.576 -1.361
O 0.686 0.126 0.762
O -0.147 0.674 -0.128
C 1.070 0.237 0.877
O 0.280 0.204 -0.548
C -1.401 -0.893 -0.005
O 0.566 0.355 0.420
O 0.412 0.362 -0.257
F 1.654 -1.364 -2.498
C -1.137 0.387 -0.427
O 0.624 0.135 1.016
C 0.482 0.930 -0.714
C -2.497 -0.062 0.714
N -1.586 -0.593 0.453
C 0.435 -0.201 -0.397
C -1.319 0.510 0.882
O 0.077 0.162 -0.920
C 0.883 0.018 0.628
H 0.468 0.046 -0.064
H 0.560 -0.376 0.183
H -0.123 -0.036 0.313
H -0.058 -0.161 0.365
H 0.175 -0.686 -0.318
H 0.643 -1.047 0.640
H 1.317 0.386 -0.636
H 0.108 -0.134 0.043
H -0.289 -0.633 -0.307
H 0.632 0.253 0.245
H 0.612 0.139 -0.214
H 0.625 -0.208 0.291
H -0.269 0.311 -0.837
H -0.272 0.029 0.306
H -0.328 -0.347 0.148
C 1.491 1.021 0.820
O -0.495 -0.809 0.263
C 0.013 -0.058 -1.799
C 0.362 0.996 0.715
N -0.661 -0.464 -0.661
C 0.789 0.888 1.357
C -0.973 0.376 0.995
O -0.139 0.650 -1.867
C -0.602 0.093 1.025
H -0.189 -0.035 -0.206
H -0.826 -0.533 0.071
H -0.016 -0.248 -0.090
H 0.052 0.163 0.000
H 0.007 -0.201 -0.043
H -0.402 -0.202 0.588
H -0.003 0.067 -0.255
H -0.445 0.903 -0.328
H 0.301 -0.016 -0.482
H 0.051 -0.175 0.309
H -0.017 -0.578 -0.153
H 0.387 -0.233 0.083
H 0.004 -0.081 -0.043
H 0.233 -0.237 0.177
H 0.067 -0.051 -0.562